1.
A cluster of 2 separate species, C11H15N in total in a non-equilibrium geometry. Source: OMol25; level of theory: ωB97M-V/def2-TZVPD.

Last column: natural (NBO) charge in e.
Geometry (Å):
C 0.98643 -1.11770 -2.88300  -0.63
C -0.40726 -0.85582 0.58837  0.14
C 0.71265 -0.85582 -0.28116  -0.09
C 0.20326 -1.18847 -1.59171  -0.07
C -1.13945 -1.31973 -1.49948  -0.02
C -0.30667 -0.76282 1.96316  -0.23
C 0.94589 -0.39950 2.49604  -0.22
C 1.96687 -0.64000 0.27431  -0.20
C 2.02114 -0.33908 1.63199  -0.23
N -1.53193 -1.26229 -0.15393  -0.55
H -2.39048 -0.77460 0.05830  0.39
H -1.22811 -0.91712 2.50222  0.21
H -1.87543 -1.49531 -2.26476  0.21
H 0.95808 -0.29929 3.57120  0.22
H 2.89404 -0.84949 -0.24122  0.21
H 0.91383 -0.10784 -3.29762  0.22
H 0.71148 -1.86488 -3.61989  0.22
H 2.99279 0.02449 1.95844  0.21
H 2.05667 -1.17695 -2.67002  0.21
C -0.66787 3.69249 0.00358  -0.61
C -2.09009 3.15340 0.09553  -0.61
H -0.53719 4.42351 -0.79730  0.20
H -0.23895 4.25325 0.84079  0.20
H 0.01548 2.86209 -0.19948  0.21
H -2.46122 3.11640 -0.93091  0.20
H -2.71099 3.82445 0.68815  0.21
H -2.11755 2.14058 0.48112  0.20

Atomic forces in eV per Å
0.5148 0.5335 0.7385
0.1163 -1.0286 -0.5870
-0.6259 -0.3621 0.2199
0.2348 0.4620 -1.1482
0.2753 -0.2424 0.8720
0.4245 0.7126 -0.4396
-2.0672 -0.7134 -0.2998
-0.4382 -0.2975 0.4506
1.4254 0.5714 -0.1929
0.0949 0.9502 -0.0257
-0.2128 -0.3301 0.0211
0.1515 0.0474 0.6186
-0.0054 -0.0204 -0.0873
0.6376 0.3145 0.0071
-0.0237 0.5031 -0.3139
-0.3604 -0.1314 -0.2344
-0.0592 -0.0049 -0.0360
-0.0842 -0.4289 0.4590
-0.0229 -0.4730 -0.0290
1.0181 0.1047 -0.1908
0.3088 0.6687 -0.3394
-0.2729 -0.2158 -0.2998
-0.5023 -0.4745 0.4531
0.0800 0.1808 -0.0514
-0.3374 -0.0548 0.1626
-0.2355 -0.2225 -0.0465
-0.0336 -0.0486 0.3191

For the molar mass, the calculation gives 161.2 Da. For the frontier orbital gap, the calculation gives 8.8 eV. The calculation puts the energy above the lowest of the compared OMol25 structures with the same formula, charge and spin at 70.5 kJ/mol. The LUMO energy is 0.9 eV. As for the SMILES: Cc1c[nH]c2ccccc12.CC. As for the charge: 0. Its highest occupied orbital energy is -7.9343 eV.

=====

2.
A structure of composition AsF6H28O14 in a non-equilibrium geometry. Source: OMol25; level of theory: ωB97M-V/def2-TZVPD.

Last column: natural (NBO) charge in e.
Geometry (Å):
As -0.20937 -0.09086 0.02385  2.81
F 0.56834 1.07824 1.19854  -0.62
F 1.11083 -1.24719 0.27956  -0.63
F -0.96540 -1.10268 -1.22723  -0.63
F -1.57814 1.05925 -0.21290  -0.62
F 0.76447 0.65201 -1.32362  -0.64
F -1.13904 -0.94030 1.32211  -0.62
O 0.11912 2.62402 3.77948  -0.95
H 0.62503 3.29962 3.32797  0.47
H -0.53199 2.34217 3.13695  0.48
O -0.54333 -3.37932 2.14498  -0.95
H -0.49076 -2.67500 1.49892  0.48
H 0.33579 -3.75769 2.15959  0.46
O -3.40125 1.88008 2.39262  -0.94
H -3.29586 2.53897 1.70635  0.45
H -3.26113 1.04470 1.94682  0.49
O 0.85253 -0.06591 -4.06744  -0.95
H 0.02780 -0.54763 -4.00420  0.46
H 1.02159 0.23856 -3.17585  0.48
O 3.21982 -2.66761 -0.86858  -0.96
H 2.35586 -2.41698 -0.54147  0.50
H 3.48480 -3.39888 -0.31067  0.48
O 1.46633 0.00731 3.65460  -0.97
H 1.43394 0.20813 2.71927  0.48
H 0.86581 0.63549 4.05586  0.48
O 4.08391 -0.01102 -0.90935  -0.98
H 3.74147 -0.89946 -0.81122  0.51
H 5.02300 -0.09625 -0.74476  0.46
O -3.39603 -1.28712 -2.10603  -0.99
H -3.76908 -0.51894 -1.67363  0.49
H -2.46078 -1.24413 -1.90679  0.47
O 2.93151 2.45042 -2.88251  -0.94
H 3.82532 2.60188 -2.57530  0.46
H 2.71737 1.57022 -2.57327  0.47
O -3.27339 -1.34322 2.43474  -0.97
H -3.09569 -2.05687 3.04740  0.47
H -2.42093 -1.13927 2.05010  0.48
O 3.86637 2.31826 0.47722  -0.96
H 2.93848 2.14992 0.31319  0.48
H 4.32630 1.74781 -0.13863  0.47
O -0.69719 -4.20805 -1.14879  -0.94
H -1.29161 -4.95827 -1.15728  0.47
H -1.06984 -3.59937 -1.78666  0.47
O -4.29133 1.14724 -1.15962  -0.94
H -3.94745 1.96119 -0.79157  0.48
H -4.60973 1.39237 -2.02839  0.48
O -0.65246 3.11084 -1.51109  -0.94
H -0.71373 3.43419 -0.61224  0.45
H -0.60036 2.15934 -1.42082  0.48

Atomic forces in eV per Å
0.2551 0.8902 -0.2315
-1.1937 -1.5160 -1.6184
-1.1244 0.7997 -0.0604
1.3231 0.4044 1.2528
1.5076 -1.4348 0.6869
-1.0535 -0.5643 1.7039
2.0938 1.5040 -1.9793
-0.0782 0.0873 0.3769
0.2535 0.0800 -0.1030
-0.3641 -0.1540 -0.2132
-0.0974 -0.4346 0.3206
-0.0377 0.0252 -0.1083
0.1457 -0.0799 0.0411
0.0856 0.3570 0.2298
0.0382 0.1685 -0.1379
-0.0938 -0.5491 -0.0113
0.1942 -0.0819 -0.4934
-0.2041 -0.0887 0.0765
-0.1028 0.0620 0.2413
0.3327 -0.0407 -0.1975
-0.5673 0.0641 0.0614
0.1210 -0.1577 0.1124
0.3420 -0.6485 0.3072
-0.0022 0.1401 -0.1235
-0.0900 0.3867 0.0092
0.2621 0.6806 -0.3629
-0.1642 -0.7485 0.0064
0.2351 -0.2079 -0.0163
-0.4024 -0.6824 -0.6934
0.0096 0.2690 0.3438
-0.1494 0.0888 0.0650
-0.1041 0.3014 -0.2896
0.1542 -0.0032 0.1581
0.0475 -0.2601 0.1801
-0.9812 0.0936 0.3614
0.0397 -0.1426 0.1212
-0.2566 -0.1729 0.1386
0.3541 0.8360 0.4539
-0.2177 -0.1719 -0.1399
-0.3529 -0.2623 -0.0118
0.3379 -0.0732 0.0462
-0.1679 -0.1359 0.1013
-0.1221 0.2758 -0.1104
-0.4012 0.0683 0.1180
0.2744 0.1001 0.1049
-0.0911 0.0871 -0.2971
-0.0799 0.7243 -0.4240
0.0432 -0.0015 0.1683
0.0494 0.1186 -0.1641

For the molar mass, the calculation gives 441.1 Da. For the frontier orbital gap, the calculation gives 9.8 eV. The calculation puts the energy above the lowest of the compared OMol25 structures with the same formula, charge and spin at 182.6 kJ/mol. The LUMO energy is 1.7 eV. As for the charge: -1. Its highest occupied orbital energy is -8.1739 eV.